Below is 12 unconnected molecules or ions with the total composition C33H47N13, with properties calculated with ωB97M-V with the def2-TZVPD basis set.

```
93
Properties=species:S:1:pos:R:3:forces:R:3
C -2.090639 4.982019 -0.999864 -3.727 -8.937 1.768
C -2.694875 3.702684 -0.806031 5.557 7.649 -1.021
C -2.783179 2.047880 -0.581944 -2.249 1.194 -0.804
C -4.316832 1.641795 -1.111860 -8.672 -2.093 -2.090
N -5.552722 1.327862 -1.443342 11.887 3.016 3.075
C -2.723926 1.599996 0.993200 -0.668 -1.217 0.504
C -3.362322 0.057463 1.052947 -3.727 -6.910 0.570
N -3.913611 -1.107387 1.134063 5.031 10.273 -0.759
C -1.225220 1.548762 1.651592 0.334 -0.358 0.472
C 0.004940 1.886774 0.623801 1.466 -0.442 0.684
C 0.499918 0.567965 -0.277660 0.118 0.880 -0.074
C 0.665858 0.924094 -1.872762 0.096 -0.707 -0.447
C 2.148199 1.515712 -2.288889 -0.444 0.582 -0.885
H -1.594050 6.067276 -1.014920 -1.692 -2.946 0.074
H -2.048817 1.452756 -1.271797 -1.183 1.379 1.426
H -3.432281 2.276149 1.674474 1.403 -1.571 -1.836
H -1.079861 0.449468 2.093716 -0.205 2.397 -1.088
H -1.217637 2.260059 2.600444 -0.039 -1.295 -2.182
H 0.949001 2.142807 1.308354 -2.405 -0.345 -1.502
H -0.154690 2.823184 -0.059319 -0.006 -1.777 1.352
H -0.236588 -0.322559 -0.061065 1.548 1.932 -0.772
H 1.586508 0.249525 0.100259 -2.495 0.519 -0.720
H 0.492134 -0.096917 -2.461829 0.475 2.777 1.239
H -0.133346 1.690174 -2.284212 1.435 -1.336 1.103
H 1.977062 2.123493 -3.301880 0.525 -1.317 2.184
H 2.580922 2.294470 -1.515790 -0.929 -1.703 -1.408
H 2.937216 0.672480 -2.531480 -1.689 1.596 0.760
C -1.035876 -3.225835 -1.223987 0.779 0.418 -0.835
C 0.059360 -2.536299 -2.021276 5.996 3.503 -4.279
N 0.967827 -1.964283 -2.682663 -7.192 -5.136 5.180
H -0.595678 -3.793947 -0.399898 -0.018 0.247 -0.282
H -1.724528 -2.481255 -0.815415 0.181 -0.055 -0.018
H -1.593136 -3.909674 -1.870240 0.142 0.181 -0.081
C -7.254349 -1.380436 -2.636833 0.079 -0.875 -0.949
C -7.166955 -2.428106 -3.734749 0.449 -5.748 -5.990
N -7.094506 -3.297192 -4.645457 -0.548 6.948 7.263
H -6.750102 -0.463899 -2.955171 -0.068 -0.203 0.047
H -8.301910 -1.153846 -2.420398 0.154 -0.106 -0.122
H -6.775204 -1.752929 -1.727169 -0.031 0.020 -0.207
C -4.116547 0.506083 -4.841166 0.884 0.578 -0.689
C -3.021311 1.195620 -5.638455 6.021 3.786 -4.379
N -2.112844 1.767636 -6.299843 -7.296 -4.575 5.313
H -3.676349 -0.062029 -4.017078 0.017 0.126 -0.159
H -4.805199 1.250664 -4.432595 0.189 -0.039 -0.073
H -4.673807 -0.177755 -5.487419 0.169 0.117 0.019
C 0.936278 -4.082364 2.891118 -0.195 1.014 -0.955
C 0.619250 -2.985730 1.887347 -1.691 5.991 -5.250
N 0.356325 -2.076033 1.054717 2.200 -7.593 7.042
H 0.256982 -4.927071 2.747334 0.110 0.226 0.009
H 1.965433 -4.425821 2.755282 -0.237 0.102 -0.049
H 0.819561 -3.700849 3.909274 -0.046 -0.005 -0.215
C 0.156056 -7.928060 5.331199 1.150 0.353 -0.227
C 1.251291 -7.238523 4.533909 5.894 3.658 -4.233
N 2.159759 -6.666507 3.872522 -7.155 -4.650 5.263
H 0.596254 -8.496172 6.155287 0.208 0.065 -0.223
H -0.532596 -7.183479 5.739770 0.320 -0.176 -0.186
H -0.401204 -8.611898 4.684945 0.184 0.200 0.082
C 0.394192 7.478360 -3.085283 0.641 -1.089 0.135
C 1.065588 6.132929 -2.862327 3.669 -7.332 1.196
N 1.622509 5.016862 -2.677443 -4.404 8.949 -1.445
H 0.657937 8.165190 -2.276364 -0.062 -0.295 -0.112
H 0.722609 7.905700 -4.036649 -0.017 -0.215 0.098
H -0.692023 7.353890 -3.106798 0.191 -0.061 0.005
C 5.277816 5.108026 -2.709793 0.910 0.555 -0.670
C 6.373050 5.797563 -3.507083 6.013 3.771 -4.360
N 7.281518 6.369578 -4.168470 -7.268 -4.555 5.296
H 5.718013 4.539915 -1.885706 0.017 0.129 -0.175
H 4.589163 5.852606 -2.301223 0.139 -0.106 -0.137
H 4.720555 4.424188 -3.356047 0.108 0.170 0.063
C 1.786975 10.779003 -0.251341 -0.896 -0.847 0.115
C 0.692074 9.729910 -0.145202 -6.000 -5.700 0.662
N -0.216117 8.859631 -0.057150 7.271 6.952 -0.737
H 1.361200 11.777122 -0.116732 -0.040 -0.231 -0.014
H 2.543418 10.607561 0.519357 -0.198 -0.075 -0.102
H 2.261765 10.724070 -1.234894 -0.147 -0.080 0.138
C -2.065036 -7.495116 1.707326 0.131 0.509 1.130
C -1.910791 -6.843214 3.071842 0.710 3.667 7.383
N -1.782789 -6.302428 4.203704 -1.353 -4.046 -9.415
H -3.093558 -7.841460 1.573780 0.150 0.119 0.139
H -1.827098 -6.773925 0.920661 -0.023 -0.037 0.218
H -1.387850 -8.349667 1.623794 -0.062 0.166 0.114
C 5.434845 -8.423400 4.419445 -0.687 -0.614 0.806
C 4.579392 -9.151816 5.443300 -4.709 -3.957 5.582
N 3.869828 -9.756038 6.292643 5.641 4.851 -6.809
H 4.817696 -8.111088 3.572547 -0.036 -0.071 0.238
H 5.888833 -7.538941 4.874635 -0.150 -0.181 0.020
H 6.227375 -9.084462 4.057902 -0.173 0.021 0.156
C 3.659886 0.700856 3.423017 -0.275 0.901 -0.827
C 3.342857 1.797490 2.419246 -1.630 5.987 -5.463
N 3.079933 2.707187 1.586617 2.278 -7.243 6.722
H 2.980590 -0.143851 3.279233 0.044 0.195 -0.094
H 4.689040 0.357400 3.287182 -0.169 0.139 -0.072
H 3.543170 1.082371 4.441173 -0.007 0.044 -0.226
```
Positions in Å, forces in eV/Å.

Gap between HOMO and LUMO ... 9.690 eV
F_max ... 12.643 eV/A
SMILES ... C#C[C@H](C#N)[C@@H](C#N)CCCCC.CC#N.CC#N.CC#N.CC#N.CC#N.CC#N.CC#N.CC#N.CC#N.CC#N.CC#N
LUMO energy ... 0.017 eV
Energy ... -1996.655169 Eh
Highest occupied orbital energy ... -9.67 eV

Here are the Löwdin charges for atoms 1 to 4, given in e: number 1, C, carries 0.100; number 2, C, carries -0.041; number 3, C, carries -0.224; number 4, C, carries -0.101